The following is a quantum chemistry calculation of a cluster of 10 separate species, C36H57N10O7 in total at a distorted geometry, from the OMol25 dataset.

Element x y z (Å)
C  61.4920  20.2100  26.5690
C  61.0830  21.4930  25.6700
C  62.1100  21.4570  24.4260
C  61.5150  20.5740  23.2700
C  60.1580  20.9500  22.8990
C  59.1670  20.6850  24.0860
N  59.6770  21.3450  25.3360
O  58.7180  21.8260  26.1690
C  58.8920  19.2300  24.4400
C  57.6330  21.2090  23.6860
C  61.3110  22.8170  26.5260
H  61.5110  19.2770  25.9540
H  60.7840  19.9300  27.1720
H  62.4530  20.3660  27.1620
H  63.1760  21.6500  24.6240
H  61.7150  22.3980  24.0240
H  61.5120  19.4040  23.4880
H  62.2350  20.7050  22.3140
H  60.0100  20.2750  22.0040
H  59.8910  21.8870  22.7180
H  58.2600  18.7100  23.8130
H  58.2510  19.1270  25.3170
H  59.7190  18.5820  24.4940
H  57.0130  21.0630  24.4010
H  57.3880  20.5330  22.6310
H  57.6270  22.3440  23.5850
H  61.0710  22.9430  27.4850
H  60.8420  23.6270  25.9880
H  62.3310  23.1650  26.5780
N  62.0100  21.2220  19.4020
C  62.2890  22.3830  20.2220
C  61.0420  23.2000  20.1650
C  60.0200  22.4700  19.3890
C  60.6580  21.1600  18.9800
H  62.6840  20.4650  19.2520
H  63.1450  22.5620  20.5790
H  60.7160  24.2180  20.8190
H  59.0060  22.6680  19.1720
H  60.4760  20.4920  18.3560
N  60.5470  17.4290  31.3390
C  61.7200  17.2450  30.6250
C  62.1480  18.4400  29.7350
C  61.1360  19.4370  30.3230
C  60.1480  18.7550  31.2050
H  60.2650  16.7700  31.9130
H  62.2360  16.2110  30.5630
H  63.1210  18.3620  29.4130
H  61.1100  20.5380  30.0670
H  59.2210  19.0650  31.5330
N  59.8420  26.3610  29.4260
C  60.8900  25.7220  28.6560
C  60.5660  26.0150  27.1380
C  59.2590  26.7500  27.1910
C  58.9690  27.0020  28.7190
H  59.8490  26.2600  30.6030
H  61.7780  25.4380  29.1730
H  61.0130  25.7770  26.1270
H  58.4220  26.9760  26.4550
H  58.2260  27.6520  29.3920
N  55.4910  15.1020  22.7660
C  54.8110  15.7550  21.7080
C  54.7730  17.2080  21.9900
C  55.4070  17.3200  23.3380
C  55.8740  15.9620  23.8570
H  55.3540  14.0720  22.8820
H  54.4990  15.1570  20.8950
H  54.3170  17.9780  21.4770
H  55.7590  18.2720  23.7290
H  56.1480  15.5620  24.7750
N  58.0780  16.8710  21.6940
C  59.1690  16.1460  22.0680
C  60.5040  16.8080  21.4470
C  59.8590  17.8040  20.4980
C  58.3800  17.9030  20.7490
H  57.1510  16.6920  21.8930
H  58.8250  15.2960  22.6510
H  61.4480  16.2030  21.3340
H  60.4200  18.4070  19.7220
H  57.7920  18.7320  20.4780
N  64.6460  18.2600  20.0430
C  65.1260  18.6570  18.8330
C  65.7130  20.0230  19.0440
C  65.6920  20.3490  20.5500
C  64.9150  19.1110  21.1630
H  64.1310  17.2960  20.1610
H  65.1740  18.2280  17.7940
H  66.2420  20.6600  18.2670
H  65.9440  21.2130  21.0080
H  64.5590  19.0050  22.2290
C  60.8650  14.9920  25.0070
N  61.5620  15.4650  26.2490
O  62.1220  16.5690  26.2130
O  61.7930  14.5590  27.1050
H  60.3830  15.9140  24.6200
H  60.2570  14.3050  25.2110
H  61.5760  14.4720  24.5040
C  56.3160  24.9470  27.3400
N  56.1900  24.7980  25.8420
O  55.4270  25.6610  25.2440
O  56.6040  23.6660  25.3040
H  57.1740  24.3880  27.6540
H  55.2350  24.5080  27.6000
H  56.3850  26.0630  27.4150
C  60.1530  26.8310  23.5260
N  60.7520  25.5300  23.4540
O  59.9450  24.5400  23.2920
O  61.9690  25.4770  23.5810
H  59.0790  26.6460  23.7220
H  60.1170  27.3390  22.4890
H  60.7620  27.5740  24.2960

Cartesian forces, eV/Å:
C 3.46 0.47 -3.37
C 3.10 -0.40 2.60
C -4.10 1.57 -1.20
C 4.74 -1.97 -0.37
C -1.09 -4.73 0.97
C -2.66 -0.45 -1.18
N -5.48 2.54 3.31
O 6.09 -2.76 -4.65
C 0.02 0.23 1.84
C 5.91 0.83 -6.51
C 0.70 -0.28 -4.50
H 0.81 0.91 -0.07
H -4.16 -0.76 4.09
H -1.26 0.06 -1.21
H -0.61 -0.93 0.37
H 1.08 0.65 -0.34
H 0.25 2.32 -0.34
H -1.57 -0.33 2.16
H -1.02 0.81 0.99
H 0.03 4.40 -1.63
H -1.25 -0.38 -2.56
H 0.57 0.40 0.70
H 1.45 -0.50 0.48
H -4.19 -1.69 4.70
H 0.62 2.36 3.16
H 0.18 -1.49 -0.62
H -1.96 -0.63 3.86
H -0.47 0.14 -0.23
H 0.90 -0.69 -0.72
N -1.21 1.83 1.63
C -10.94 -1.31 -5.11
C -0.13 -0.64 0.98
C 4.64 -3.63 0.37
C 3.17 10.18 6.83
H -0.28 0.60 0.09
H 6.46 1.25 2.70
H 1.47 -3.10 -2.09
H -0.71 0.56 -0.02
H -2.31 -5.80 -5.35
N 4.17 5.03 -5.12
C 1.46 0.50 -3.09
C -6.78 -2.44 7.57
C -0.40 -1.64 -0.10
C 4.68 0.27 -3.18
H -2.16 -3.56 3.39
H -1.13 1.92 0.43
H 1.85 0.69 -1.19
H -0.23 -1.55 0.37
H -1.50 0.82 0.84
N 4.44 -2.73 3.17
C -2.91 2.20 -3.72
C -2.90 0.98 4.04
C 0.55 -0.20 4.13
C -2.44 1.34 -3.15
H -0.01 0.67 -4.73
H 0.33 -0.34 -0.04
H -0.08 0.00 1.96
H 1.83 -0.13 0.75
H 1.26 -1.59 -2.39
N -1.06 0.57 0.68
C 1.43 3.16 3.04
C 2.45 -5.89 3.69
C 0.97 -3.18 -0.53
C -3.57 3.46 -6.31
H 0.44 1.46 -0.17
H -0.38 -0.24 -0.69
H -0.65 1.26 -1.18
H -0.48 -0.25 0.33
H 0.67 -0.35 1.33
N 4.06 2.72 -2.86
C 2.03 2.51 -1.79
C -6.09 -1.37 -0.96
C -1.36 -0.88 2.05
C 5.63 -2.79 1.17
H -2.11 -0.69 0.92
H 1.14 -0.14 0.15
H -1.18 1.08 0.28
H -0.85 -0.68 1.31
H -1.08 0.33 -0.30
N -1.19 -2.31 2.04
C 2.07 5.24 0.07
C -0.24 -1.67 2.63
C -4.28 -8.27 -3.83
C 2.17 3.66 -3.31
H 1.55 2.78 -0.22
H -0.63 -0.27 1.84
H -0.92 -1.11 1.11
H 0.89 2.40 1.47
H 0.38 -0.39 -1.77
C 2.12 7.48 0.61
N 2.64 -1.86 1.20
O -1.46 -1.55 0.37
O -0.92 2.72 -1.73
H 0.64 -0.97 -0.55
H -5.50 -5.20 2.33
H 2.51 -0.55 -2.23
C -2.75 0.67 -1.65
N -2.05 -1.85 -3.66
O 3.58 -3.43 2.08
O -1.43 5.00 2.00
H 0.17 -0.22 0.38
H 2.64 1.07 0.19
H -0.17 -1.25 0.73
C -0.67 3.65 0.08
N -0.25 -2.61 -0.20
O 2.71 2.45 0.50
O -1.42 -0.76 -0.24
H 0.73 0.41 0.49
H 0.61 -0.99 1.49
H -1.78 -2.25 -2.02

Results
E_HOMO = -0.3583 hartree
Electronic energy = -67451.9330 eV
Lowest unoccupied orbital energy = -5.551 eV
Energy relative to the best compared isomer or geometry (same formula, charge and spin) = 265.2 kJ/mol
Net charge = +1
M = 741.915 g mol⁻¹